Record 1
The following is a quantum chemistry calculation of 2 unconnected molecules or ions with the total composition C27H33N2O8, from OMol25.

Properties
Frontier orbital gap = 2.665 eV
Net charge = -1
E_LUMO = -0.059 eV
HOMO = -2.72 eV
E = -47892.2151 eV
ΔE to the lowest compared entry with this formula, charge and spin = 14.1 kcal per mole

Each line ends with the Mulliken charge.
Cartesian coordinates (Å):
C (-3.04974, -0.48760, 3.85226)  -1.347
C (-1.92250, 0.45434, 3.43902)  -0.199
C (-2.13189, 1.04945, 2.05112)  -0.489
C (-0.97823, 1.98802, 1.62680)  -0.637
C (-0.77612, 3.13313, 2.53210)  0.479
C (0.53433, 3.54348, 3.00501)  0.221
O (0.78530, 4.38964, 3.84784)  -0.745
O (1.52989, 2.86738, 2.36871)  -0.119
C (2.82119, 3.34008, 2.78973)  -0.373
C (3.84871, 2.74665, 1.86181)  -0.919
C (-1.89632, 3.91827, 3.04348)  0.151
O (-1.93384, 4.63411, 4.03114)  -0.726
O (-3.00112, 3.77273, 2.26227)  -0.216
C (-4.02635, 4.67909, 2.68944)  -0.309
C (-5.19654, 4.54479, 1.75042)  -1.196
H (-2.80883, -0.95577, 4.81045)  0.385
H (-3.98390, 0.06991, 3.97650)  0.287
H (-3.19840, -1.26341, 3.09359)  0.312
H (-1.83756, 1.28091, 4.15923)  0.263
H (-0.95867, -0.07140, 3.44451)  0.306
H (-2.22652, 0.24500, 1.30362)  0.453
H (-3.05394, 1.64768, 2.04952)  0.111
H (-0.02485, 1.43530, 1.59067)  0.267
H (-1.18726, 2.39179, 0.61953)  0.104
H (2.84249, 4.43876, 2.74027)  0.329
H (2.99689, 3.01312, 3.82578)  0.280
H (4.83892, 3.11964, 2.13092)  0.466
H (3.86683, 1.65349, 1.92958)  0.013
H (3.64479, 3.03199, 0.82432)  0.285
H (-4.31963, 4.42656, 3.72049)  0.291
H (-3.62036, 5.70392, 2.66141)  0.321
H (-5.94212, 5.29108, 2.02835)  0.396
H (-4.89843, 4.72173, 0.71336)  0.281
H (-5.66842, 3.56141, 1.83563)  0.288
C (-2.21475, -5.64048, -5.99014)  -0.380
C (-3.08597, -5.13708, -5.01175)  -0.461
C (-3.03261, -3.78440, -4.65159)  -0.393
C (-2.07922, -2.92916, -5.22921)  0.638
C (-1.99772, -1.47652, -4.85122)  -0.873
O (-0.97977, -1.20110, -3.80239)  -0.222
C (-0.62486, 0.09738, -3.79312)  0.651
N (0.15076, 0.59192, -2.66212)  -0.298
N (0.74596, -0.09294, -1.81783)  0.182
C (2.21537, -0.14318, -1.96348)  0.606
O (2.83683, 0.30442, -2.90093)  -0.516
O (2.69704, -0.79924, -0.89404)  -0.207
C (4.16751, -0.88029, -0.84261)  -0.852
C (4.50364, -1.90426, 0.20261)  0.783
C (4.84964, -1.50570, 1.50198)  -0.332
C (5.02255, -2.46746, 2.50244)  -0.563
C (4.91360, -3.83063, 2.19407)  -0.410
C (4.61492, -4.22371, 0.88107)  -0.464
C (4.42049, -3.26225, -0.11135)  -0.446
O (-0.91394, 0.95166, -4.61641)  -0.528
C (-1.27161, -3.42098, -6.26153)  -0.363
C (-1.32322, -4.76763, -6.63481)  -0.483
H (-2.23787, -6.69940, -6.25856)  0.356
H (-3.80997, -5.79796, -4.52443)  0.348
H (-3.73395, -3.36031, -3.92732)  0.329
H (-1.70859, -0.87736, -5.72949)  0.395
H (-2.97169, -1.12313, -4.46688)  0.365
H (4.52208, -1.21168, -1.83654)  0.398
H (4.57903, 0.10834, -0.58071)  0.409
H (4.95751, -0.43430, 1.69608)  0.206
H (5.23480, -2.14508, 3.52389)  0.375
H (5.05509, -4.58559, 2.97240)  0.351
H (4.51488, -5.27831, 0.62498)  0.352
H (4.19244, -3.53759, -1.14483)  0.349
H (-0.61583, -2.71825, -6.78180)  0.339
H (-0.66038, -5.13303, -7.42331)  0.347


Record 2
The following is a quantum chemistry calculation of 6 unconnected molecules or ions with the total composition C27H33N3O9, from OMol25.

Properties
Frontier orbital gap = 8.399 eV
Net charge = 0
E_LUMO = -1.363 eV
HOMO = -9.76 eV
E = -51421.0523 eV
Structure (SMILES) = O=[N+]([O-])c1ccccc1.O=[N+]([O-])c1ccccc1.O=[N+]([O-])c1ccccc1.CC(C)=O.CC(C)=O.CC(C)=O
ΔE to the lowest compared entry with this formula, charge and spin = 48.4 kcal per mole

Each line ends with the Mulliken charge.
Cartesian coordinates (Å):
O (-1.67428, -3.35817, -0.05944)  -0.581
N (-1.05874, -2.64912, 0.75684)  0.837
O (-0.83313, -3.09865, 1.88038)  -0.571
C (-0.47034, -1.42114, 0.26693)  -0.041
C (0.22310, -0.51320, 1.11983)  -0.757
C (0.85917, 0.64501, 0.63477)  0.107
C (0.88966, 0.87485, -0.73627)  -0.484
C (0.11072, 0.01188, -1.54767)  -1.014
C (-0.67980, -1.05568, -1.08550)  -0.504
H (0.27305, -0.80417, 2.15871)  0.603
H (1.45885, 1.22026, 1.32460)  0.545
H (1.27008, 1.78636, -1.17307)  0.714
H (-0.08829, 0.31193, -2.56588)  0.551
H (-1.28710, -1.71642, -1.68634)  0.552
O (4.09315, 4.96305, 1.40759)  -0.596
N (4.36007, 3.76613, 1.62793)  1.031
O (4.63603, 3.28956, 2.75976)  -0.576
C (4.31888, 2.84494, 0.54755)  -0.181
C (3.81682, 3.16155, -0.71428)  0.022
C (3.72285, 2.17176, -1.62910)  -0.663
C (4.19099, 0.89230, -1.37964)  -0.325
C (4.70947, 0.52991, -0.17499)  -0.685
C (4.75333, 1.53202, 0.82047)  -0.148
H (3.36645, 4.11425, -0.95079)  0.479
H (3.33766, 2.34101, -2.62378)  0.398
H (3.99114, 0.13777, -2.12605)  0.438
H (5.13971, -0.42457, 0.09007)  0.430
H (5.08496, 1.19163, 1.79029)  0.389
O (-1.39131, -7.55673, -0.81609)  -0.526
N (-2.07905, -7.89592, -1.75080)  0.892
O (-1.70633, -8.85298, -2.50876)  -0.561
C (-3.40872, -7.21551, -2.04436)  0.141
C (-3.65295, -5.96001, -1.45882)  -0.271
C (-4.92965, -5.38753, -1.62588)  -0.573
C (-5.85780, -6.02312, -2.42526)  -0.331
C (-5.61687, -7.22871, -3.08407)  -0.486
C (-4.40653, -7.85073, -2.88987)  -0.335
H (-2.88518, -5.34308, -1.01573)  0.534
H (-5.14700, -4.49854, -1.05242)  0.411
H (-6.85417, -5.61027, -2.36856)  0.333
H (-6.28110, -7.74176, -3.76375)  0.376
H (-4.23328, -8.81448, -3.34548)  0.420
C (1.95700, -0.88284, 6.47501)  -1.052
C (2.62542, 0.45948, 6.05931)  0.542
C (2.75152, 0.69534, 4.52570)  -0.649
O (2.75123, 1.40448, 6.82115)  -0.534
H (2.75362, -1.56246, 6.77769)  0.270
H (1.41439, -1.37962, 5.67071)  0.276
H (1.26838, -0.82508, 7.31796)  0.346
H (2.13352, 1.48169, 4.09231)  0.245
H (2.65104, -0.23057, 3.95940)  0.317
H (3.80841, 0.87102, 4.32514)  0.247
C (0.12154, 3.66238, 1.33505)  0.432
C (-0.23697, 5.10435, 1.19219)  0.364
C (0.81546, 6.22246, 1.57258)  -1.055
O (-1.38605, 5.42072, 0.85513)  -0.587
H (1.20504, 3.62272, 1.44712)  -0.249
H (-0.13554, 3.08657, 0.44599)  -0.180
H (-0.42467, 3.27068, 2.19313)  0.332
H (0.32981, 6.97268, 2.19660)  0.361
H (1.12183, 6.84620, 0.73282)  0.284
H (1.72033, 5.85936, 2.05989)  0.288
C (-3.20955, 2.42126, -5.11172)  -1.033
C (-2.16390, 2.55643, -4.00660)  0.737
C (-2.57496, 2.57904, -2.56332)  -0.759
O (-1.03883, 2.27510, -4.27497)  -0.537
H (-4.18426, 2.59905, -4.65739)  0.317
H (-3.02864, 1.48652, -5.64243)  0.292
H (-3.02410, 3.22123, -5.82849)  0.300
H (-2.10595, 1.78910, -1.97670)  0.052
H (-3.65404, 2.65109, -2.42731)  0.364
H (-2.32561, 3.55593, -2.14905)  0.274


Record 3
The following is a quantum chemistry calculation of a molecular structure, C27H33N4O2PtSi, from OMol25.

Properties
Frontier orbital gap = 6.228 eV
Net charge = -1
E_LUMO = 2.640 eV
HOMO = -3.59 eV
E = -49717.2479 eV
ΔE to the lowest compared entry with this formula, charge and spin = 18.6 kcal per mole

Each line ends with the Mulliken charge.
Cartesian coordinates (Å):
Pt (0.00422, -0.03231, 0.03618)  1.191
O (1.61349, -3.13217, 2.06166)  -0.691
C (1.55154, -2.09808, 1.41397)  -0.219
N (1.34561, -1.87696, 0.10617)  -0.100
C (2.31067, -2.03406, -0.88063)  0.377
C (3.12187, -3.15649, -0.97267)  -0.521
C (4.01401, -3.32661, -2.03353)  -0.525
C (4.07284, -2.37106, -3.03164)  -0.598
C (3.29196, -1.21752, -2.93062)  -0.655
C (2.43852, -0.99949, -1.85404)  0.358
N (1.77697, 0.21451, -1.67859)  -0.614
C (0.97860, 0.72945, -2.61483)  -0.346
O (1.02132, 1.80046, -3.20977)  -0.661
C (-0.26174, -0.15189, -2.85149)  1.122
C (-0.67433, -0.55182, -4.11200)  -0.878
C (-1.66064, -1.51423, -4.22545)  -0.577
C (-2.23062, -2.03143, -3.07449)  -0.664
C (-1.81392, -1.54782, -1.84766)  -0.265
N (-0.85639, -0.62177, -1.73933)  0.283
C (1.79241, -0.77222, 2.15522)  0.953
C (2.74672, -0.67980, 3.15142)  -0.922
C (3.16552, 0.57335, 3.56746)  -0.411
C (2.61712, 1.69738, 2.97511)  -1.004
C (1.63256, 1.53519, 2.01421)  -0.202
N (1.21142, 0.32801, 1.63463)  0.288
H (3.00858, -3.93314, -0.22476)  0.419
H (4.62997, -4.21677, -2.08081)  0.365
H (4.73460, -2.49807, -3.88042)  0.363
H (3.38918, -0.42910, -3.66922)  0.413
H (-0.19006, -0.10864, -4.97059)  0.515
H (-1.97459, -1.86565, -5.20083)  0.390
H (-2.99567, -2.79427, -3.10530)  0.481
H (-2.25352, -1.88504, -0.92394)  -0.016
H (3.15532, -1.59633, 3.55185)  0.541
H (3.92908, 0.66948, 4.32961)  0.394
H (2.93607, 2.69627, 3.23673)  0.439
H (1.16404, 2.37296, 1.52419)  0.672
C (-1.33327, 2.54997, 2.10593)  -1.626
Si (-1.81107, 1.13783, 0.91436)  -0.239
C (-2.86391, -0.01639, 2.07206)  2.465
C (-3.22936, -1.33857, 1.39530)  -1.935
C (-1.98456, -0.37688, 3.27983)  -1.929
C (-4.15031, 0.62516, 2.59660)  -2.059
C (-2.92441, 2.08327, -0.37235)  2.463
C (-3.88982, 3.08715, 0.27488)  -1.911
C (-3.76463, 1.17636, -1.27555)  -1.612
C (-1.97007, 2.88919, -1.26865)  -2.159
H (-2.22066, 2.95653, 2.59776)  0.457
H (-0.84860, 3.37635, 1.57974)  0.249
H (-0.65971, 2.21759, 2.89542)  0.418
H (-2.32328, -1.89484, 1.14355)  0.284
H (-3.82450, -1.20183, 0.48788)  0.254
H (-3.81491, -1.96470, 2.08173)  0.581
H (-1.05793, -0.86507, 2.96923)  0.215
H (-2.52276, -1.07442, 3.93451)  0.518
H (-1.72737, 0.49807, 3.87989)  0.309
H (-4.88895, 0.76935, 1.80425)  0.341
H (-3.97327, 1.59411, 3.06938)  0.312
H (-4.61040, -0.02757, 3.35062)  0.519
H (-4.69336, 2.60119, 0.83012)  0.290
H (-4.36033, 3.69375, -0.51041)  0.561
H (-3.38575, 3.77736, 0.95199)  0.321
H (-4.47902, 0.57259, -0.70786)  0.264
H (-3.15425, 0.50584, -1.87825)  0.244
H (-4.34580, 1.79426, -1.97296)  0.538
H (-1.43676, 3.65848, -0.70435)  0.251
H (-2.54274, 3.40124, -2.05307)  0.467
H (-1.21822, 2.26815, -1.75535)  0.459